Record 1
This record from the Open Molecules 2025 dataset describes the molecule C2H3FN4S at a distorted geometry. The level of theory is the ωB97M-V functional and the def2-TZVPD basis.

The geometry in XYZ format:
```
11
Properties=species:S:1:pos:R:3:forces:R:3:lowdin_charge:R:1
C -1.6041 -0.1247 0.0433 -0.9175 -3.5539 1.6587 -0.2557
C -0.3521 0.6491 0.1633 -0.8802 4.4972 -2.8944 -0.4983
H 2.6186 0.0991 1.3177 -0.5849 -0.1009 0.2813 -0.1415
H 0.3115 -2.0022 -0.8613 -1.0539 0.1670 1.7453 0.1495
H 0.6162 2.3028 -0.6111 -2.7399 -1.6620 2.6712 0.1191
N 0.6247 -0.1926 -0.1551 1.0915 -3.1567 1.0029 -0.4264
N -0.0272 -1.5162 0.0276 3.5022 -2.4153 -1.4124 -0.0888
N -1.3883 -1.4439 0.0680 0.0791 4.6445 -1.2632 0.1272
N -0.3181 1.9184 -0.0313 1.8002 1.6688 -1.2927 0.0875
F -2.8498 0.3417 0.0361 1.3304 0.0338 0.2665 0.1177
S 2.3687 -0.0314 0.0029 -1.6269 -0.1223 -0.7632 0.8096
```
Forces are in eV/Å.

Its molar mass is 134.14 g/mol. The value obtained for the energy is -21631.489 eV. Its SMILES is [H]/N=c1/c(F)n[nH]n1S. The maximum force is 0.10540 Eh/bohr.

---

Record 2
This record from the Open Molecules 2025 dataset describes the molecule C2H3FO2S at a distorted geometry. The level of theory is the ωB97M-V functional and the def2-TZVPD basis.

The geometry in XYZ format:
```
9
Properties=species:S:1:pos:R:3:forces:R:3:lowdin_charge:R:1
C -0.5754 0.2104 -2.0267 -0.9049 0.4180 1.2014 -0.6395
C 0.6230 -0.0832 1.6151 -2.8605 -1.8534 5.0892 -0.3594
O -0.0695 0.6214 -3.0087 -0.2518 -0.3262 -0.0352 0.1827
O 0.0508 -0.2443 -0.9533 -0.9996 -0.4125 1.6249 -0.2492
F -1.9364 0.2244 -1.8020 0.9146 -0.0534 -0.5866 0.0408
S -0.8984 -0.5236 0.6722 1.6923 0.8091 -1.3801 0.9397
H 1.2553 -0.1491 0.8623 3.5954 0.0520 -3.1081 -0.0502
H 0.8992 -0.8922 2.4329 -0.7528 1.1708 -1.9561 0.0910
H 0.6514 0.8362 2.2084 -0.4328 0.1956 -0.8494 0.0441
```
Forces are in eV/Å.

Its molar mass is 110.11 g/mol. The value obtained for the energy is -19768.883 eV. Its SMILES is CSOC(=O)F. The maximum force is 0.11912 Eh/bohr.

---

Record 3
This record from the Open Molecules 2025 dataset describes a cluster of 2 separate species, C2H3FO2S in total at a distorted geometry. The level of theory is the ωB97M-V functional and the def2-TZVPD basis.

The geometry in XYZ format:
```
9
Properties=species:S:1:pos:R:3:forces:R:3:lowdin_charge:R:1
C 1.2017 0.7003 -1.5692 -3.9134 -0.6767 -2.4526 -0.2967
C 2.1834 0.8015 -0.7629 2.6162 2.1578 1.4600 -0.0121
O 0.2468 0.5005 -2.2410 2.0171 0.6165 1.1404 0.1411
O -1.8974 -0.5875 3.8646 -0.7143 -2.2407 1.3831 -0.5004
F -3.2866 0.5122 2.0821 0.5040 -0.1095 0.2531 -0.4711
S -1.7293 0.2111 2.5116 -0.3932 0.0157 -0.9982 0.8601
H -2.1264 -1.5888 3.8485 0.6111 2.3357 -0.6466 0.1095
H 2.5053 -0.1528 -0.3856 0.3660 -0.0152 0.3118 0.0619
H 2.7192 1.8015 -0.5359 -1.0934 -2.0835 -0.4509 0.1078
```
Forces are in eV/Å.

Its molar mass is 110.11 g/mol. The value obtained for the energy is -19767.757 eV. Its SMILES is C=C=O.OSF. The maximum force is 0.09077 Eh/bohr.

---

Record 4
This record from the Open Molecules 2025 dataset describes a cluster of 2 separate species, C2H3FO2S in total at a distorted geometry. The level of theory is the ωB97M-V functional and the def2-TZVPD basis.

The geometry in XYZ format:
```
9
Properties=species:S:1:pos:R:3:forces:R:3:lowdin_charge:R:1
C 0.0028 -1.1993 -0.7751 1.5629 -1.3293 -0.1706 -0.2738
C -0.8932 -0.2569 -0.7716 0.8840 0.2709 0.5396 0.0090
O 0.8444 -2.0130 -0.7996 -0.9987 0.8392 0.0529 0.1562
O 2.5514 3.1606 0.2693 1.2028 2.6987 1.7055 -0.5035
F 0.4320 4.5316 0.0254 0.2919 -0.8760 0.1903 -0.4693
S 0.9723 3.0969 0.6477 0.3270 0.9396 -0.1354 0.8748
H 3.0556 3.9228 0.8391 -1.8211 -2.7599 -1.7309 0.1367
H -0.5429 0.6740 -0.3380 -0.4525 0.0596 -0.2308 0.0212
H -1.8734 -0.5274 -1.0454 -0.9963 0.1573 -0.2206 0.0488
```
Forces are in eV/Å.

Its molar mass is 110.11 g/mol. The value obtained for the energy is -19767.807 eV. Its SMILES is C=C=O.OSF. The maximum force is 0.07258 Eh/bohr.

---

Record 5
This record from the Open Molecules 2025 dataset describes the molecule C2H3FOS at a distorted geometry. The level of theory is the ωB97M-V functional and the def2-TZVPD basis.

The geometry in XYZ format:
```
8
Properties=species:S:1:pos:R:3:forces:R:3:lowdin_charge:R:1
C 0.0029 -0.2757 -0.5506 -0.7129 0.0633 0.7601 -0.8580
C 0.2733 0.5489 0.6939 -0.2237 0.6719 -0.0943 -0.2329
H -1.3209 -1.6058 -0.9243 -0.1997 -0.5971 -1.1161 0.0925
H -0.5829 1.2421 0.9228 0.4877 -0.8818 -0.2765 0.1487
H 0.5434 -0.0270 1.5719 -0.5826 -0.6410 0.0763 0.1279
O -0.9775 -1.1220 -0.1889 0.4579 0.5463 0.5581 0.0158
F 1.3624 1.3098 0.4682 1.1006 1.1717 -0.2037 -0.0604
S 0.6994 -0.0703 -1.9932 -0.3272 -0.3332 0.2961 0.7664
```
Forces are in eV/Å.

Its molar mass is 94.11 g/mol. The value obtained for the energy is -17722.192 eV. Its SMILES is OC(=S)CF. The maximum force is 0.03151 Eh/bohr.

---

Record 6
This record from the Open Molecules 2025 dataset describes a structure of composition C2H3FS2 at a distorted geometry. The level of theory is the ωB97M-V functional and the def2-TZVPD basis.

The geometry in XYZ format:
```
8
Properties=species:S:1:pos:R:3:forces:R:3:lowdin_charge:R:1
C -0.4676 -1.0580 0.6123 -0.8356 2.7410 -3.1352 -0.6459
C 0.4666 0.9414 -0.4945 3.1858 1.4541 0.7869 -1.0426
F -0.0278 1.1440 -1.7225 -0.2203 1.0796 -1.6629 -0.1114
S -0.8760 0.7722 0.6468 -0.1831 0.0417 0.8791 0.8103
S 1.0425 -0.7119 -0.3807 0.2153 -1.8049 0.6500 0.8186
H -0.2969 -1.2683 1.5944 0.3911 -1.5038 2.3166 -0.0162
H -1.2983 -1.4911 0.0417 0.5833 -0.6380 0.6049 0.0437
H 1.4575 1.6718 -0.2974 -3.1365 -1.3699 -0.4393 0.1435
```
Forces are in eV/Å.

Its molar mass is 110.18 g/mol. The value obtained for the energy is -26509.033 eV. The maximum force is 0.08260 Eh/bohr.

---

Record 7
This record from the Open Molecules 2025 dataset describes the molecule C2H3FS2 at a distorted geometry. The level of theory is the ωB97M-V functional and the def2-TZVPD basis.

The geometry in XYZ format:
```
8
Properties=species:S:1:pos:R:3:forces:R:3:lowdin_charge:R:1
C -0.3158 0.0701 0.2667 1.5795 -1.0094 -0.6720 -0.0291
C 0.8630 -0.5138 0.1255 -1.7009 -0.6530 3.1883 -0.4733
F 4.2952 -1.2183 0.8103 -0.7878 0.5927 1.3760 -0.5668
S 1.5845 -1.7069 1.3359 -0.7516 1.0614 -0.4524 0.4878
S 3.1751 -0.7703 2.0521 0.8981 -0.7307 -1.7089 0.5036
H -0.8531 0.6135 -0.4386 0.0229 1.1932 -1.7612 0.0466
H -0.9254 -0.0528 1.0616 -1.5178 -0.8226 2.9813 0.0184
H 1.4265 -0.3095 -0.6749 2.2576 0.3683 -2.9510 0.0128
```
Forces are in eV/Å.

Its molar mass is 110.18 g/mol. The value obtained for the energy is -26508.889 eV. Its SMILES is C=CSSF. The maximum force is 0.07261 Eh/bohr.

---

Record 8
This record from the Open Molecules 2025 dataset describes the molecule C2H3FS3 at a distorted geometry. The level of theory is the ωB97M-V functional and the def2-TZVPD basis.

The geometry in XYZ format:
```
9
Properties=species:S:1:pos:R:3:forces:R:3:lowdin_charge:R:1
C 0.1720 0.7530 0.8500 0.7104 0.8531 -2.7822 -0.5205
C 0.7207 -0.4134 1.1589 -1.0840 -0.0712 1.4221 -0.2900
F 1.6701 -1.0397 0.4517 -0.6440 0.4284 0.6138 0.0174
S 0.6161 1.4341 -0.8147 -0.5071 -0.3419 1.5887 0.4786
S -0.9200 0.3031 -1.8678 1.7574 -1.6383 -0.9469 0.0632
S -1.9891 -0.7035 -0.5685 0.1353 -0.0334 -0.7077 0.0600
H -0.7469 1.2122 1.2246 0.7761 -0.4935 0.5671 0.0554
H 0.3127 -0.9180 2.0708 0.9569 -0.0792 -0.9562 0.1369
H 0.1645 -0.6278 -2.5050 -2.1009 1.3759 1.2014 -0.0010
```
Forces are in eV/Å.

Its molar mass is 142.25 g/mol. The value obtained for the energy is -37343.324 eV. The maximum force is 0.05825 Eh/bohr.

---

Record 9
This record from the Open Molecules 2025 dataset describes a structure of composition C2H3I3O at a distorted geometry. The level of theory is the ωB97M-V functional and the def2-TZVPD basis.

The geometry in XYZ format:
```
9
Properties=species:S:1:pos:R:3:forces:R:3:lowdin_charge:R:1
C 0.2288 -0.4850 0.1845 -1.4247 0.5974 0.3809 -0.1707
C 2.6294 0.0453 0.0751 -1.0952 -0.1002 0.1451 -1.7206
O 1.4123 0.1091 0.7514 0.8547 -0.8582 -0.5258 -0.4665
I 4.1677 -0.2066 1.6022 -0.4192 0.1971 -0.5418 0.7218
I 2.7462 -1.6170 -1.3800 0.2399 0.3418 0.3849 0.7123
I 2.8671 1.9093 -1.0742 0.0794 -0.3716 0.3132 0.6714
H 0.2831 -1.6092 0.0476 0.1140 1.4891 0.2095 0.0571
H -0.0734 0.0573 -0.7429 0.5230 -0.6549 0.3127 0.0846
H -0.5917 -0.2020 0.9182 1.1280 -0.6405 -0.6787 0.1106
```
Forces are in eV/Å.

Its molar mass is 423.76 g/mol. The value obtained for the energy is -28470.586 eV. The maximum force is 0.03094 Eh/bohr.

---

Record 10
This record from the Open Molecules 2025 dataset describes the molecule C2H3IN2 at a distorted geometry. The level of theory is the ωB97M-V functional and the def2-TZVPD basis.

The geometry in XYZ format:
```
8
Properties=species:S:1:pos:R:3:forces:R:3:lowdin_charge:R:1
C 0.5076 0.3010 -0.0001 0.2880 -1.0616 0.0015 -1.0145
C -0.7525 -0.5109 0.0000 0.1049 -0.0575 -0.0058 -0.1376
N 0.5568 1.5928 0.6123 0.0309 0.4576 0.4152 0.0885
N 0.5577 1.5930 -0.6122 0.0251 0.4564 -0.4151 0.0885
I 2.3304 -0.8379 0.0000 -0.4106 0.2254 0.0011 0.7583
H -0.7893 -1.1462 -0.8837 -0.0230 -0.0314 -0.0021 0.0701
H -1.6188 0.1503 -0.0027 0.0060 0.0448 -0.0002 0.0766
H -0.7919 -1.1421 0.8864 -0.0214 -0.0337 0.0055 0.0702
```
Forces are in eV/Å.

Its molar mass is 181.96 g/mol. The value obtained for the energy is -13201.249 eV. Its SMILES is CC1(I)N=N1. The maximum force is 0.02139 Eh/bohr.

---

> Among the records above, which one has the highest energy?

C2H3IN2